[1]
# C14H26N2O4

A cluster of 6 separate species, C14H26N2O4 in total in a non-equilibrium geometry (ωB97M-V/def2-TZVPD, the OMol25 dataset).

Structure (XYZ):
```
46
Properties=species:S:1:pos:R:3:forces:R:3:lowdin_charge:R:1
C -3.2454 -0.0436 2.7253 1.4 -0.7 -0.3 -0.1802
O -3.1596 -0.6320 4.0045 -0.2 0.2 0.3 -0.1384
H -4.1691 0.4479 2.5289 -1.0 0.3 0.4 0.0622
H -2.4590 0.7029 2.5490 0.0 -0.1 0.1 0.0637
H -3.1480 -0.8305 1.9718 0.1 0.1 -0.3 0.0713
H -2.2193 -0.7368 4.2534 -0.3 0.2 -0.1 0.0220
C 2.0909 0.4403 -4.4924 0.1 0.0 1.4 -0.1340
O 1.6259 -0.8168 -4.0140 -0.1 -0.4 -1.4 -0.1471
H 1.8100 1.1688 -3.6920 0.5 0.1 -1.0 0.0754
H 3.1837 0.4347 -4.6678 -0.5 0.1 0.1 0.0845
H 1.5825 0.6416 -5.4247 -0.1 0.1 -0.1 0.0752
H 1.9663 -0.9692 -3.1455 0.3 -0.1 0.8 0.0472
C -0.3562 1.0936 0.3807 1.1 0.5 0.8 -0.1559
O 0.9726 1.0169 -0.1470 0.0 -1.2 -0.5 -0.1787
H -0.6918 0.2464 0.9964 0.5 -0.1 -0.1 0.0606
H -0.2708 1.9731 1.0220 -0.7 0.0 0.0 0.0866
H -1.0612 1.2075 -0.4116 -0.7 0.4 -0.5 0.0578
H 0.9893 0.1966 -0.7066 -0.1 0.5 0.5 0.0460
C 1.0737 4.1168 -1.3856 2.1 1.1 -1.0 -0.1673
O 2.2180 3.3278 -1.7047 -0.6 -2.9 0.9 -0.1847
H 0.1955 3.5337 -1.5227 -1.0 -0.2 0.3 0.0529
H 1.2581 4.5414 -0.3890 -0.8 0.0 -0.1 0.0808
H 1.1136 4.9140 -2.1638 -0.4 -0.2 0.8 0.0864
H 2.0030 2.4053 -1.3036 0.7 2.2 -0.8 0.0769
N -0.0225 -1.1500 -1.6226 -0.3 -1.7 1.0 0.0241
C -0.3920 -2.3981 -1.1625 0.3 0.8 -1.0 -0.0946
C -1.4319 -3.1424 -1.7194 0.5 0.5 0.5 -0.0633
C -2.1297 -2.5524 -2.7690 0.2 0.6 0.1 -0.0730
C -1.8061 -1.2735 -3.2158 0.6 -0.4 0.4 -0.0312
C -0.7201 -0.6099 -2.6016 -1.2 -0.6 -0.5 -0.1568
H 0.2443 -2.8325 -0.3943 -0.2 0.3 0.0 0.1015
H -1.6839 -4.1353 -1.3228 0.2 0.5 -0.3 0.1109
H -2.9359 -3.0827 -3.2215 -0.5 -0.3 -0.3 0.0973
H -2.3463 -0.8545 -4.0604 0.2 0.1 0.3 0.1071
H -0.4373 0.3828 -2.9211 0.1 0.1 0.0 0.1095
N -0.2494 -0.7105 4.4313 -0.1 -0.3 -0.8 0.0500
C 0.5335 0.3752 4.5020 -1.6 0.7 1.2 -0.1626
C 1.6618 0.5050 3.8042 2.6 -0.2 -0.7 -0.0827
C 2.1078 -0.5645 3.0121 1.1 1.6 -0.5 -0.0771
C 1.3658 -1.6884 2.9016 -1.1 -0.9 0.2 -0.0756
C 0.1498 -1.6869 3.6029 -0.2 -0.5 0.8 -0.1299
H 0.2749 1.2588 5.1237 -0.4 -1.1 -0.1 0.1259
H 2.3021 1.3602 4.0297 -0.2 -0.1 -0.6 0.1142
H 3.0180 -0.4434 2.4269 0.0 -0.1 0.3 0.1147
H 1.7038 -2.5713 2.3436 -0.3 0.5 0.1 0.1114
H -0.5095 -2.5659 3.5720 0.2 0.4 -0.1 0.1171
```
Forces are in eV/Å.

Summary:
SMILES: c1ccncc1.c1ccncc1.CO.CO.CO.CO
HOMO level, eV: -9.73
Max |F|, Eh/bohr: 0.05934
Total energy, eV: -26107.341

=====

[2]
# C14H26N2O9P2S4Sr

A structure of composition C14H26N2O9P2S4Sr in a non-equilibrium geometry (ωB97M-V/def2-TZVPD, the OMol25 dataset).

Structure (XYZ):
```
58
Properties=species:S:1:pos:R:3:forces:R:3:lowdin_charge:R:1
Sr 1.1491 -0.3742 -0.2563 -5.6 -0.2 2.1 1.3713
C -3.2993 0.6469 -0.2524 0.0 -0.1 0.0 -0.5231
C -3.3799 -0.8272 -0.6326 0.0 0.2 -0.1 -0.5115
S -1.7960 -1.4983 -1.1995 0.2 -0.1 0.0 0.8555
C -1.6504 -3.0186 -0.2186 0.0 0.1 0.0 -0.5141
C -1.8003 -2.8961 1.2968 0.1 -0.1 -0.1 -0.5016
S -0.5604 -1.8264 2.0745 0.1 0.0 -0.1 0.8630
C -1.5575 -0.7389 3.1252 -0.1 0.0 -0.1 -0.5144
C -2.7036 0.0288 2.4661 0.0 0.0 0.1 -0.5033
S -2.1569 1.0587 1.0848 0.2 0.1 0.0 0.8627
H -2.9180 1.2223 -1.0985 -0.1 0.0 0.0 0.0756
H -4.2952 1.0239 -0.0175 0.0 0.0 0.0 0.0838
H -3.7464 -1.4271 0.1972 0.0 0.0 0.0 0.0579
H -4.0995 -0.9309 -1.4456 0.0 0.0 0.0 0.0813
H -2.3736 -3.7470 -0.5876 0.0 0.0 0.0 0.0860
H -0.6540 -3.3907 -0.4711 0.0 0.0 0.0 0.0681
H -2.7930 -2.5517 1.5786 0.0 0.0 0.0 0.0595
H -1.6820 -3.8970 1.7141 0.0 0.0 0.0 0.0832
H -1.9538 -1.3233 3.9563 0.0 0.0 0.0 0.0863
H -0.8307 -0.0390 3.5415 0.0 0.0 0.0 0.0728
H -3.4849 -0.6440 2.1171 0.0 0.0 0.0 0.0631
H -3.1516 0.6719 3.2242 0.0 0.0 0.0 0.0820
N 3.2591 0.6789 -0.8124 -0.4 -1.7 -0.5 0.0320
C 3.4781 -0.8736 -1.3176 -0.2 -0.1 0.2 -0.4179
C 4.8555 -1.0090 -1.9320 -0.1 0.2 0.1 -0.1181
P 2.0382 -1.1935 -2.7185 -0.3 0.9 0.0 0.2812
O 2.7872 -1.1386 -4.1164 0.2 -0.3 0.1 -0.1046
O 1.2942 -2.4429 -2.4201 0.6 0.3 0.1 -0.3101
O 1.2023 0.0954 -2.5808 1.5 -0.3 0.0 -0.4829
P 3.5040 -1.9643 0.4455 -0.5 0.7 0.5 0.3252
O 2.5909 -3.2539 0.1057 0.8 0.2 0.0 -0.1492
O 4.8817 -2.2781 0.8107 0.2 -0.1 -0.6 -0.2391
O 2.6103 -1.1103 1.3477 0.9 -0.1 -0.9 -0.5087
H 4.0595 1.2934 -0.9388 0.1 0.0 0.0 0.1552
H 3.0958 0.5443 0.2597 0.7 1.1 -1.3 0.0988
H 2.4185 0.9586 -1.4892 1.7 0.4 0.9 0.1013
H 4.9775 -0.3317 -2.7787 0.1 0.0 0.0 0.0838
H 4.9776 -2.0303 -2.2927 0.0 0.0 0.0 0.0982
H 5.6202 -0.8313 -1.1756 0.1 0.0 -0.1 0.0862
H 2.6648 -1.9491 -4.6310 0.1 0.0 0.1 0.1025
H 3.2170 -3.9923 0.0385 -0.3 -0.2 -0.1 0.0928
N 0.3777 2.7156 -0.2989 -0.3 -0.5 -0.8 0.0615
C 1.3947 2.7987 0.6764 0.4 0.5 0.1 -0.3854
C 1.3690 2.0533 1.8532 0.0 -0.3 -0.2 -0.0873
C 2.4621 2.0769 2.7157 0.0 -0.1 0.0 -0.0400
C 3.5910 2.8239 2.4135 -0.2 0.0 -0.1 -0.2502
C 3.6088 3.5750 1.2455 0.1 0.0 0.0 -0.0503
C 2.5190 3.5748 0.3913 0.0 -0.2 -0.1 -0.0576
S 4.9975 2.8327 3.5352 0.0 0.1 -0.1 0.3927
O 6.0124 3.5434 2.7757 0.0 0.0 0.0 -0.3629
O 5.2487 1.4197 3.7381 0.1 -0.1 0.0 -0.3474
O 4.4808 3.5361 4.6932 0.0 0.0 0.0 -0.3433
H 0.5978 3.2798 -1.1089 0.0 0.0 0.0 0.0897
H -0.5685 2.9416 -0.0258 0.1 -0.1 0.4 0.0500
H 0.5059 1.4332 2.0806 -0.1 0.1 0.1 0.0642
H 2.4566 1.4939 3.6277 0.0 0.0 0.0 0.1296
H 4.4992 4.1535 1.0281 0.0 0.0 0.0 0.1134
H 2.5360 4.1698 -0.5173 0.0 0.0 0.0 0.1124
```
Forces are in eV/Å.

Summary:
HOMO level, eV: -7.63
Max |F|, Eh/bohr: 0.11731
Total energy, eV: -99107.441

=====

[3]
# C14H26N4O2S2

A cluster of 6 separate species, C14H26N4O2S2 in total in a non-equilibrium geometry (ωB97M-V/def2-TZVPD, the OMol25 dataset).

Structure (XYZ):
```
48
Properties=species:S:1:pos:R:3:forces:R:3:lowdin_charge:R:1
C -1.9708 0.8607 4.6792 -0.4 -0.7 -0.4 -0.2892
S -1.9884 2.0200 6.0412 0.1 -0.2 0.1 0.7923
O -1.9608 3.3909 5.4845 0.0 0.2 -0.1 -0.5496
C -3.6850 1.6976 6.5572 -0.1 0.3 -0.7 -0.2789
H -0.9675 0.5315 4.4253 0.1 0.2 0.1 0.0265
H -2.4401 1.2792 3.7866 0.1 0.3 0.2 0.0616
H -2.5736 -0.0088 4.9596 0.2 0.0 0.1 0.0443
H -4.3650 1.8056 5.7067 0.2 0.1 0.0 0.0592
H -3.9035 2.4921 7.2653 -0.1 -0.3 0.3 0.0458
H -3.7584 0.6795 6.9295 0.0 0.1 0.4 0.0467
C 3.6920 -1.0446 0.5997 0.2 0.3 -0.1 -0.2663
S 4.5975 0.1990 -0.3573 -0.1 -0.3 0.3 0.8112
O 3.5723 1.0184 -1.0525 -0.1 0.1 -0.1 -0.5629
C 5.1421 1.1245 1.0842 0.4 0.3 -0.2 -0.2701
H 4.4156 -1.6684 1.1232 -0.1 -0.1 0.0 0.0505
H 3.1063 -1.6214 -0.1120 0.0 -0.1 0.0 0.0425
H 3.0504 -0.5274 1.3126 -0.1 -0.1 -0.1 0.0439
H 4.2906 1.6092 1.5583 -0.1 -0.1 0.0 0.0640
H 5.8458 1.8769 0.7281 -0.1 0.1 0.0 0.0476
H 5.6704 0.4640 1.7711 -0.1 -0.1 0.0 0.0536
C 0.1782 -0.0771 -0.7493 0.8 0.1 0.6 -0.0650
C 0.1995 0.3267 0.6572 0.0 0.3 0.2 -0.2702
N 0.2370 0.6464 1.7623 0.0 -0.2 -0.2 0.1374
H -0.0535 -1.1403 -0.7688 -0.4 0.1 -0.4 0.0562
H 1.1912 0.0621 -1.1382 -0.1 0.0 0.0 0.0550
H -0.4774 0.5790 -1.3136 -0.3 -0.3 -0.1 0.0564
C 0.2065 -5.3774 -1.7683 -0.4 -0.1 -0.2 -0.0603
C -0.7054 -4.2496 -1.6029 0.3 -0.2 -0.1 -0.2531
N -1.4258 -3.3695 -1.4684 -0.1 0.1 0.0 0.1566
H 1.1883 -5.0456 -2.0917 0.1 0.1 0.2 0.0823
H -0.1902 -6.0362 -2.5420 0.0 0.0 0.1 0.0858
H 0.2499 -5.9328 -0.8345 0.2 0.0 0.0 0.0844
C -3.2479 -0.7791 -0.8539 -0.7 1.0 0.5 -0.0897
C -3.2535 0.6721 -1.0706 0.1 -0.2 0.1 -0.2951
N -3.2557 1.8091 -1.2182 0.0 0.2 -0.1 0.1342
H -4.2584 -1.0395 -0.5318 0.0 -0.2 -0.3 0.0827
H -2.6154 -0.9800 0.0078 0.3 -0.3 -0.3 0.0667
H -2.9697 -1.2766 -1.7720 0.2 -0.3 0.2 0.0547
N 0.7137 0.8773 -5.3854 0.4 0.2 0.2 -0.0060
C 1.4333 1.2092 -4.2542 -0.4 -0.5 -0.5 -0.1298
C 0.6005 1.9303 -3.4546 0.0 0.5 0.5 -0.1369
C -0.6459 2.0946 -4.1172 0.2 -0.1 -0.6 -0.1021
C -0.5310 1.4460 -5.3279 -0.1 -0.4 0.4 -0.1428
H 1.0986 0.4114 -6.1862 -0.1 -0.1 0.0 0.1369
H 2.4427 0.8697 -4.1063 0.1 0.1 0.0 0.1040
H 0.8775 2.3196 -2.4872 0.0 0.1 0.0 0.0968
H -1.4891 2.6854 -3.8045 -0.1 -0.2 0.2 0.0861
H -1.2679 1.1866 -6.0703 0.0 0.3 -0.1 0.1020
```
Forces are in eV/Å.

Summary:
HOMO level, eV: -8.07
Max |F|, Eh/bohr: 0.02493
Total energy, eV: -46662.530

=====

Energy above the lowest of the compared OMol25 structures with the same formula, charge and spin? In order: 48.28; 119.98; 0.00 kcal/mol.